70
Properties=species:S:1:pos:R:3:forces:R:3:nbo_charge:R:1 method="wB97M-V/def2-TZVPD" e_homo_ev=-0.91 energy_ha=-8944.26412 charge=-2 homo_lumo_gap_ha=0.1294
Cl -6.8841 1.1178 -5.8040 -0.1 0.0 -0.1 -0.046
Cl -1.4814 1.7240 7.0133 0.0 0.0 0.0 -0.061
Cl -2.6018 -2.7910 -5.3658 0.5 -0.5 -0.6 0.007
Cl -2.5118 -1.9719 6.4456 0.0 0.1 0.2 -0.033
Cl -5.5766 2.1371 -3.3993 -0.4 0.2 -0.1 0.013
Cl -3.0247 0.4472 -3.0385 0.2 -0.2 -0.2 -0.006
Cl 8.7174 4.9079 -1.9857 0.2 0.1 0.0 -0.064
Cl -5.7142 -6.8261 -7.6446 -0.1 0.0 0.0 -0.027
Cl -5.2984 -1.8599 2.9212 -0.1 0.1 0.0 -0.068
Cl -2.5829 -2.8966 3.1952 0.0 0.0 -0.2 -0.041
Cl -5.1718 -4.1432 -5.0720 -0.1 -0.1 0.0 -0.034
Cl -3.6522 2.1791 5.1054 -0.1 0.0 0.0 -0.058
Cl -1.9032 -0.2631 0.0600 0.0 -0.1 0.1 -0.219
Cl -0.3189 -2.4278 8.3219 0.1 0.0 0.1 -0.055
Cl 6.0982 3.6171 -1.8408 0.1 0.1 -0.1 0.029
Cl -3.7272 -7.8750 -5.7790 0.0 -0.1 0.1 -0.027
Cl -4.7982 -1.5799 -1.9058 -0.1 -0.1 0.0 -0.036
O 6.7376 1.2538 0.2148 0.5 -0.3 0.3 -0.574
O 1.6487 3.9101 1.8742 -0.3 -2.2 -0.7 -0.870
O 0.7587 0.1723 1.8471 1.7 -1.6 0.7 -0.654
O -1.9700 1.5381 1.9912 -0.7 -0.7 0.2 -0.577
O 1.7289 2.4161 3.4884 -0.2 -1.2 -0.1 -0.810
N 2.5653 -1.0587 2.9307 1.1 -1.1 0.4 -0.572
C 2.3499 1.2645 0.0175 1.1 0.0 -0.4 -0.650
C 1.7332 -0.5004 2.3706 -2.4 1.8 -0.6 0.632
C 4.5686 1.5412 1.4291 1.1 0.9 -0.4 -0.442
C -0.1896 2.0306 0.4109 -2.2 -1.4 -0.2 -0.717
C 5.6936 0.5493 0.9275 -1.4 0.4 0.9 -0.072
C -3.5777 -1.4445 3.0274 0.2 0.2 0.2 -0.391
C 3.6851 2.0648 0.2488 0.4 -0.5 -0.8 -0.394
C 7.7708 1.6502 1.0945 0.0 0.2 0.8 -0.252
C -1.3927 1.2427 1.0035 1.8 2.2 -0.4 0.654
C 1.5663 2.6533 2.2582 0.4 2.9 1.0 0.562
C -4.1630 -0.8552 -3.3907 0.0 0.0 -0.1 -0.413
C -0.7586 -2.0598 6.6459 0.1 0.1 -0.3 -0.388
C -3.4785 -4.3122 -5.5579 0.2 -0.1 -0.1 -0.398
C -1.8974 2.0768 5.3233 0.3 0.0 -0.3 -0.377
C -6.9762 2.2731 -4.4642 0.0 0.2 0.3 -0.403
C -5.4503 -7.6486 -6.1028 -0.2 0.0 0.1 -0.399
C 7.7975 3.4120 -2.2429 -0.3 -0.3 0.0 -0.400
B 1.2040 1.4645 1.1723 -0.2 1.9 -0.8 0.431
H 5.1408 2.4320 1.8148 -0.5 -0.7 -0.1 0.190
H 8.5431 2.2791 0.5881 -0.7 -0.5 0.0 0.165
H -3.4404 -4.6124 -6.6012 -0.1 0.1 0.1 0.222
H -3.6467 -1.6240 -3.9664 -0.4 0.6 0.7 0.220
H -3.0087 -5.0694 -4.9380 -0.1 0.1 0.1 0.230
H 8.2130 2.6318 -1.6112 -0.1 0.1 0.1 0.226
H 7.3504 2.2640 1.9310 0.4 -0.4 -0.5 0.180
H -7.0136 3.2794 -4.8712 0.1 -0.1 -0.1 0.216
H -5.9318 -8.6214 -6.1368 0.1 0.0 -0.1 0.220
H -4.9919 -0.4526 -3.9672 0.0 0.0 0.1 0.209
H -0.3702 -2.8419 6.0004 -0.1 0.0 0.1 0.228
H 1.9788 1.5907 -0.9950 0.1 -0.3 0.8 0.189
H -0.3986 3.0965 0.6419 0.4 -0.7 -0.2 0.271
H 6.1161 0.0471 1.8399 -0.2 0.1 -1.0 0.164
H -0.3245 -1.1027 6.3699 -0.1 0.0 0.1 0.247
H 5.2238 -0.1730 0.2216 0.6 0.3 0.5 0.188
H -0.2106 1.8180 -0.6829 0.2 0.3 0.6 0.199
H 3.5350 3.1718 0.3083 -0.3 -1.0 0.3 0.238
H 2.6572 0.1864 -0.1387 -0.4 0.7 0.3 0.184
H 4.2989 1.9185 -0.6876 -0.4 0.1 0.8 0.161
H -1.5094 1.2842 4.6899 0.0 0.1 0.0 0.248
H -3.2804 -0.9108 2.1362 0.0 -0.1 -0.2 0.257
H 4.0044 1.1463 2.3006 0.2 0.1 -0.7 0.259
H -5.8817 -7.0480 -5.3070 0.1 0.1 -0.1 0.235
H -7.8767 2.0727 -3.8906 0.1 -0.1 -0.1 0.217
H -3.4226 -0.8083 3.8946 -0.1 -0.2 0.0 0.228
H -1.4497 3.0241 5.0403 0.0 -0.1 0.0 0.248
H 8.2925 0.7661 1.5595 -0.4 0.6 -0.4 0.153
H 7.8812 3.1259 -3.2875 0.0 0.2 0.0 0.208